# 1
{
  "formula": "C44H55F33O22",
  "method": "ωB97M-V with the def2-TZVPD basis set",
  "smiles": "CCOC(=O)C(F)(F)F.CCOC(=O)C(F)(F)F.CCOC(=O)C(F)(F)F.CCOC(=O)C(F)(F)F.CCOC(=O)C(F)(F)F.CCOC(=O)C(F)(F)F.CCOC(=O)C(F)(F)F.CCOC(=O)C(F)(F)F.CCOC(=O)C(F)(F)F.CCOC(=O)C(F)(F)F.CCOC(=O)C(F)(F)F",
  "homo_energy_ev": -10.8,
  "homo_lumo_gap_ev": 11.17,
  "energy_ha": -6660.5550,
  "elements": ["C", "C", "O", "C", "O", "C", "F", "F", "F", "H", "H", "H", "H", "H", "C", "C", "O", "C", "O", "C", "F", "F", "F", "H", "H", "H", "H", "H", "C", "C", "O", "C", "O", "C", "F", "F", "F", "H", "H", "H", "H", "H", "C", "C", "O", "C", "O", "C", "F", "F", "F", "H", "H", "H", "H", "H", "C", "C", "O", "C", "O", "C", "F", "F", "F", "H", "H", "H", "H", "H", "C", "C", "O", "C", "O", "C", "F", "F", "F", "H", "H", "H", "H", "H", "C", "C", "O", "C", "O", "C", "F", "F", "F", "H", "H", "H", "H", "H", "C", "C", "O", "C", "O", "C", "F", "F", "F", "H", "H", "H", "H", "H", "C", "C", "O", "C", "O", "C", "F", "F", "F", "H", "H", "H", "H", "H", "C", "C", "O", "C", "O", "C", "F", "F", "F", "H", "H", "H", "H", "H", "C", "C", "O", "C", "O", "C", "F", "F", "F", "H", "H", "H", "H", "H"],
  "coordinates": [[1.651, -24.338, 3.290], [1.989, -23.079, 4.163], [3.369, -23.157, 4.687], [3.474, -23.932, 5.747], [2.578, -24.517, 6.341], [4.923, -24.206, 6.222], [5.083, -23.649, 7.491], [5.029, -25.518, 6.337], [5.951, -23.744, 5.499], [1.835, -25.351, 3.738], [2.175, -24.375, 2.341], [0.620, -24.332, 3.042], [1.344, -23.013, 5.041], [1.976, -22.147, 3.583], [-5.607, -28.243, 0.689], [-4.449, -28.344, -0.327], [-3.379, -27.385, -0.182], [-2.168, -27.789, -0.339], [-1.884, -28.864, -0.773], [-1.102, -26.736, -0.158], [-1.311, -25.823, -1.113], [-1.174, -26.086, 1.067], [0.120, -27.168, -0.327], [-5.405, -28.452, 1.737], [-6.427, -28.977, 0.514], [-6.177, -27.326, 0.559], [-4.951, -28.198, -1.280], [-4.150, -29.407, -0.384], [-3.176, -32.595, 11.989], [-2.962, -31.721, 10.713], [-4.194, -31.328, 10.092], [-4.789, -30.376, 10.756], [-4.419, -29.904, 11.819], [-5.965, -29.807, 9.916], [-5.571, -28.751, 9.222], [-6.350, -30.777, 9.063], [-6.996, -29.486, 10.792], [-3.678, -32.007, 12.783], [-2.211, -32.902, 12.446], [-3.734, -33.516, 11.740], [-2.413, -32.334, 9.934], [-2.384, -30.885, 11.024], [-3.775, -32.591, 4.346], [-3.536, -31.729, 3.180], [-2.234, -31.056, 3.403], [-1.282, -31.373, 2.518], [-1.261, -32.267, 1.734], [-0.056, -30.421, 2.967], [0.284, -30.744, 4.262], [1.051, -30.611, 2.205], [-0.290, -29.087, 3.011], [-4.775, -32.976, 4.259], [-3.662, -31.933, 5.208], [-3.150, -33.467, 4.355], [-4.318, -31.014, 3.087], [-3.559, -32.215, 2.212], [-5.741, -35.556, 7.125], [-6.089, -36.123, 8.490], [-7.556, -36.021, 8.641], [-7.995, -34.847, 9.162], [-7.332, -34.051, 9.696], [-9.550, -34.861, 9.206], [-9.927, -34.682, 10.483], [-9.930, -33.787, 8.421], [-10.143, -35.974, 8.735], [-5.802, -34.451, 7.093], [-6.403, -35.970, 6.362], [-4.669, -35.733, 6.746], [-5.624, -35.590, 9.329], [-5.794, -37.182, 8.534], [-0.808, -29.599, 7.105], [-2.209, -29.507, 6.601], [-2.492, -28.252, 5.994], [-3.455, -28.225, 5.086], [-4.079, -29.173, 4.774], [-3.514, -26.850, 4.422], [-4.263, -26.863, 3.294], [-4.206, -25.996, 5.288], [-2.393, -26.264, 4.128], [-0.632, -30.559, 7.618], [-0.723, -28.897, 7.890], [-0.061, -29.475, 6.310], [-2.872, -29.591, 7.475], [-2.499, -30.377, 5.953], [-5.041, -24.225, 0.559], [-3.775, -23.909, 1.352], [-4.063, -23.015, 2.475], [-3.068, -22.871, 3.390], [-2.010, -23.387, 3.357], [-3.590, -22.144, 4.642], [-3.517, -20.872, 4.376], [-4.836, -22.550, 4.973], [-2.811, -22.444, 5.638], [-5.807, -24.722, 1.199], [-4.702, -24.970, -0.198], [-5.473, -23.430, 0.045], [-2.993, -23.440, 0.789], [-3.255, -24.808, 1.703], [-9.605, -22.924, 4.872], [-10.396, -23.795, 3.929], [-9.904, -25.107, 3.948], [-8.947, -25.536, 3.133], [-8.390, -24.932, 2.251], [-8.534, -26.934, 3.464], [-8.104, -27.523, 2.344], [-7.465, -26.906, 4.241], [-9.508, -27.598, 4.033], [-9.990, -21.963, 4.898], [-8.580, -22.761, 4.564], [-9.467, -23.232, 5.861], [-10.345, -23.364, 2.860], [-11.448, -23.910, 4.223], [-0.175, -25.765, 6.593], [-0.714, -24.790, 7.679], [-1.734, -25.492, 8.478], [-1.329, -26.379, 9.339], [-0.275, -26.763, 9.738], [-2.490, -26.976, 10.143], [-2.176, -27.068, 11.441], [-3.657, -26.363, 10.062], [-2.609, -28.262, 9.673], [0.606, -26.369, 7.006], [0.273, -25.189, 5.803], [-0.948, -26.366, 6.154], [-1.220, -24.002, 7.261], [0.142, -24.492, 8.302], [0.673, -27.552, 13.508], [0.263, -28.800, 12.799], [0.380, -29.940, 13.741], [-0.701, -30.637, 14.012], [-1.813, -30.496, 13.673], [-0.305, -31.694, 15.126], [0.939, -32.231, 15.030], [-0.309, -30.999, 16.286], [-1.135, -32.660, 15.286], [0.659, -26.650, 12.851], [1.644, -27.679, 13.991], [-0.036, -27.380, 14.310], [1.050, -28.985, 12.015], [-0.743, -28.774, 12.384], [-8.541, -35.382, 2.532], [-8.923, -34.170, 1.698], [-9.125, -33.106, 2.602], [-8.042, -32.476, 2.900], [-6.966, -32.689, 2.445], [-8.222, -31.332, 3.882], [-9.279, -31.389, 4.646], [-7.147, -31.333, 4.728], [-8.167, -30.155, 3.254], [-9.374, -35.662, 3.239], [-7.596, -35.185, 3.062], [-8.391, -36.307, 1.889], [-9.805, -34.321, 1.096], [-8.176, -33.929, 0.956]]
}

---

# 2
{
  "formula": "C44H56N10O3",
  "method": "ωB97M-V with the def2-TZVPD basis set",
  "smiles": "C[C@H]1COC(=O)O1.c1cc[nH]c1.c1cc[nH]c1.c1cc[nH]c1.c1cc[nH]c1.c1cc[nH]c1.c1cc[nH]c1.c1cc[nH]c1.c1cc[nH]c1.c1cc[nH]c1.c1cc[nH]c1",
  "homo_energy_ev": -7.7,
  "homo_lumo_gap_ev": 7.85,
  "energy_ha": -2483.1925,
  "elements": ["C", "C", "C", "O", "C", "O", "O", "H", "H", "H", "H", "H", "H", "C", "C", "C", "N", "C", "H", "H", "H", "H", "H", "C", "C", "C", "N", "C", "H", "H", "H", "H", "H", "C", "C", "C", "N", "C", "H", "H", "H", "H", "H", "C", "C", "C", "N", "C", "H", "H", "H", "H", "H", "C", "C", "C", "N", "C", "H", "H", "H", "H", "H", "C", "C", "C", "N", "C", "H", "H", "H", "H", "H", "C", "C", "C", "N", "C", "H", "H", "H", "H", "H", "C", "C", "C", "N", "C", "H", "H", "H", "H", "H", "C", "C", "C", "N", "C", "H", "H", "H", "H", "H", "C", "C", "C", "N", "C", "H", "H", "H", "H", "H"],
  "coordinates": [[0.654, -7.582, 6.529], [1.565, -6.366, 6.696], [2.827, -6.451, 7.430], [3.749, -5.849, 6.496], [3.065, -5.527, 5.321], [3.455, -4.966, 4.358], [1.877, -6.085, 5.306], [1.179, -8.378, 6.001], [-0.227, -7.229, 5.993], [0.217, -7.915, 7.471], [0.945, -5.500, 6.930], [3.187, -7.475, 7.530], [2.803, -5.941, 8.393], [-3.685, 0.952, -5.329], [-4.976, 0.408, -5.260], [-5.631, 0.861, -6.442], [-4.713, 1.633, -7.220], [-3.544, 1.701, -6.537], [-2.999, 0.691, -4.537], [-5.273, -0.224, -4.435], [-6.676, 0.879, -6.713], [-4.999, 2.316, -7.907], [-2.724, 2.264, -6.957], [-4.118, 5.488, 4.615], [-4.558, 6.737, 4.847], [-3.411, 7.536, 5.192], [-2.317, 6.725, 5.069], [-2.759, 5.555, 4.489], [-4.825, 4.704, 4.386], [-5.598, 7.026, 4.833], [-3.371, 8.516, 5.644], [-1.327, 6.888, 5.186], [-1.996, 4.851, 4.189], [-0.535, 1.197, 0.041], [0.141, -0.070, 0.272], [1.425, 0.320, -0.065], [1.610, 1.567, -0.539], [0.464, 2.183, -0.431], [-1.587, 1.433, 0.112], [-0.415, -0.988, 0.390], [2.334, -0.262, -0.095], [2.445, 1.945, -0.964], [0.376, 3.210, -0.755], [-8.624, 6.347, -2.548], [-7.464, 5.945, -1.753], [-6.757, 7.077, -1.518], [-7.322, 8.174, -2.133], [-8.411, 7.729, -2.829], [-9.379, 5.732, -3.014], [-7.250, 5.020, -1.239], [-5.842, 7.137, -0.947], [-7.105, 9.160, -2.128], [-9.101, 8.420, -3.290], [-5.105, -7.060, -5.565], [-4.756, -6.520, -4.292], [-4.041, -5.344, -4.551], [-3.912, -5.087, -5.908], [-4.741, -6.003, -6.481], [-5.708, -7.954, -5.612], [-4.924, -6.962, -3.321], [-3.637, -4.621, -3.858], [-3.524, -4.234, -6.285], [-4.852, -5.841, -7.543], [-4.169, -2.410, 5.576], [-5.212, -1.694, 6.225], [-4.780, -0.462, 6.663], [-3.525, -0.343, 6.256], [-3.142, -1.445, 5.475], [-3.976, -3.419, 5.241], [-6.150, -2.226, 6.289], [-5.196, 0.387, 7.184], [-2.933, 0.471, 6.345], [-2.118, -1.551, 5.150], [4.405, 5.400, 5.811], [3.464, 4.918, 6.737], [2.842, 3.820, 6.074], [3.408, 3.636, 4.898], [4.322, 4.643, 4.640], [5.175, 6.134, 5.998], [3.260, 5.262, 7.740], [2.185, 3.058, 6.465], [3.122, 2.903, 4.266], [4.884, 4.691, 3.718], [2.032, -2.909, -6.120], [1.472, -2.315, -7.244], [1.109, -3.315, -8.078], [1.573, -4.502, -7.520], [2.102, -4.289, -6.325], [2.381, -2.303, -5.297], [1.357, -1.244, -7.317], [0.827, -3.346, -9.120], [1.582, -5.288, -8.155], [2.611, -5.105, -5.833], [6.900, 3.843, -2.299], [6.384, 3.715, -3.566], [6.366, 2.277, -3.890], [6.711, 1.648, -2.705], [7.158, 2.571, -1.785], [7.144, 4.795, -1.850], [6.097, 4.514, -4.233], [6.134, 1.616, -4.712], [6.875, 0.660, -2.575], [7.727, 2.337, -0.897], [9.063, -3.933, -2.358], [10.105, -3.915, -1.510], [9.655, -3.684, -0.177], [8.279, -3.507, -0.276], [7.915, -3.734, -1.578], [9.193, -4.030, -3.426], [11.103, -3.946, -1.922], [10.165, -3.353, 0.715], [7.628, -3.303, 0.469], [6.887, -3.620, -1.888]]
}

---

Result set for energy relative to the best compared isomer or geometry (same formula, charge and spin): 364.20; 682.89 kJ/mol, one per record in the order listed.